No. 1
C6H11N2O | ωB97M-V/def2-TZVPD

Computed properties:
**Net charge**: +1
**Energy relative to the best compared isomer or geometry (same formula, charge and spin)**: 2.793 eV
**Structure (SMILES)**: N[C@@H](C[NH3+])c1ccoc1
**LUMO level**: -3.358 eV
**E_tot**: -11419.374 eV

Geometry as XYZ:
```
20
Properties=species:S:1:pos:R:3:forces:R:3:mulliken_charge:R:1
O -2.9776 0.0472 -1.4203 -1.12 -2.31 1.98 -0.240
N 0.4696 -2.1770 -0.2666 1.06 -0.81 -1.28 -0.626
N 0.6652 1.3393 1.0400 1.62 2.62 -4.50 -0.279
C -0.9622 -0.3182 -0.4720 -1.05 -0.49 0.48 0.380
C 0.1209 -0.9530 0.3661 0.34 0.90 0.62 0.299
C -2.2430 -0.7936 -0.5882 0.52 0.58 -0.19 -0.901
C -0.9322 0.9085 -1.1940 -1.69 0.13 -0.76 -0.389
C -2.2562 1.0586 -1.6775 4.30 2.71 -2.01 -0.311
C 1.3216 0.0797 0.6714 -1.66 -1.88 -0.46 -0.802
H -0.0503 1.4639 -1.4922 -0.35 0.18 -0.29 0.408
H -0.1633 1.3647 0.2457 1.42 0.89 1.75 0.254
H -2.7470 -1.5955 -0.0830 -0.22 -0.13 -0.31 0.448
H 1.4104 2.1574 0.8800 -2.51 -1.88 0.87 0.405
H 0.5488 -2.1290 -1.3038 -0.34 0.25 1.13 0.271
H -2.5149 1.7960 -2.4590 -0.50 -0.62 0.80 0.368
H 1.8178 0.2375 -0.3025 0.56 -0.09 0.96 0.369
H -0.2462 -1.1468 1.3927 -0.28 -0.26 -0.46 0.331
H 0.2096 1.3708 1.8963 -0.63 0.12 2.33 0.350
H 1.8280 -0.3101 1.5683 0.65 0.17 -0.99 0.405
H 1.3502 -2.5761 0.0415 -0.14 -0.08 0.33 0.260
```
Positions in Å, forces in eV/Å.


No. 2
C35H26HfN7PSSe2 | ωB97M-V/def2-TZVPD

Computed properties:
**Net charge**: +2
**Energy relative to the best compared isomer or geometry (same formula, charge and spin)**: 0.069 eV
**LUMO level**: -7.057 eV
**E_tot**: -199264.146 eV

Geometry as XYZ:
```
73
Properties=species:S:1:pos:R:3:forces:R:3:mulliken_charge:R:1
Hf 0.0360 0.2541 -0.7191 -0.21 0.01 -0.41 -0.165
Se 1.9077 0.3580 1.2230 0.05 0.11 0.16 -0.185
Se 2.1247 0.2523 -2.3217 0.31 -0.06 -0.15 -0.319
S -1.3155 1.4652 -2.5164 0.05 -0.14 -0.05 -0.396
P 3.2913 0.2684 -0.4702 -0.07 0.03 -0.07 0.283
N -0.4035 2.4714 0.0820 -0.01 -0.45 -0.27 0.171
N -0.9844 -1.1005 -2.3313 0.20 0.13 0.30 -0.141
N -8.0617 0.2358 3.7644 0.23 0.00 -0.11 -0.540
N -0.2574 -1.8644 0.2640 0.07 0.30 -0.03 0.536
N -0.8748 -4.3732 1.2201 -0.04 0.16 -0.02 -0.539
N -1.5823 4.9612 -0.0509 0.07 -0.18 0.00 -0.538
N -1.7702 0.2543 0.6050 -0.31 0.05 0.30 0.238
C -2.1303 -1.8267 -4.7213 -0.01 -0.05 -0.03 -0.144
C -3.6537 1.4404 1.4329 -0.09 0.09 0.00 -0.579
C -3.5371 -0.9365 1.6564 -0.07 -0.10 0.03 -0.808
C -0.2853 4.7955 -0.2744 -0.09 0.05 0.02 -0.468
C 0.2974 -4.1204 0.6524 0.02 -0.08 0.03 -0.429
C 5.4071 -3.0950 -1.3356 -0.03 0.05 -0.02 -0.723
C -1.4910 -0.1613 -3.1476 -0.06 0.07 -0.07 0.662
C 5.4887 3.5227 -1.5228 -0.03 -0.04 -0.02 -0.684
C -1.4315 -2.0905 0.8658 -0.12 0.16 0.02 -0.054
C -1.6959 2.6412 0.3911 -0.38 -0.45 0.12 -0.367
C 4.3369 1.7192 -0.4298 0.13 0.14 0.02 1.171
C -2.2920 3.8799 0.2781 0.26 0.40 0.07 -0.452
C 5.7685 3.1709 0.8446 0.00 0.01 -0.04 -0.704
C 4.9086 2.0889 0.7906 0.00 0.04 0.00 -0.454
C 5.8881 -3.4611 -0.0875 0.00 0.00 0.04 -0.505
C 0.3151 3.5378 -0.2376 -0.02 0.08 0.04 -0.070
C 4.2709 -1.2246 -0.3417 0.09 -0.17 0.08 0.925
C -1.7291 -3.3604 1.3356 0.05 -0.21 0.04 -0.427
C -2.3080 -0.9017 1.0394 0.18 -0.04 -0.04 1.128
C -1.0321 -2.3957 -2.6905 -0.05 0.04 -0.03 -0.113
C 4.6248 2.4369 -1.5884 0.09 0.02 0.03 -0.405
C 5.5623 -2.7126 1.0385 0.01 -0.02 -0.04 -0.756
C -5.5665 0.2438 2.5158 0.18 0.02 -0.09 0.460
C -7.1908 1.2239 3.9631 -0.14 -0.06 0.01 -0.456
C -4.2455 0.2500 1.8530 -0.11 -0.01 0.06 0.635
C -5.9439 1.2802 3.3589 -0.01 0.08 0.09 -0.530
C -7.6925 -0.7491 2.9472 -0.11 0.06 0.09 -0.439
C 4.7537 -1.5964 0.9158 -0.01 -0.04 0.01 -0.332
C -6.4615 -0.7977 2.3109 -0.06 -0.07 -0.05 -0.558
C 6.0582 3.8864 -0.3125 0.01 0.00 0.04 -0.515
C -2.0758 -0.4957 -4.3649 -0.01 0.05 0.00 -0.849
C -2.4238 1.4144 0.8138 0.16 0.03 -0.03 1.191
C 4.5958 -1.9752 -1.4697 0.10 -0.02 0.03 -0.322
C -1.5987 -2.7996 -3.8720 -0.02 0.00 -0.04 -0.954
C 0.6195 -2.8591 0.1703 -0.02 -0.02 0.04 -0.445
H -3.3532 4.0178 0.4376 0.01 0.04 0.02 0.456
H -6.2401 -1.6191 1.6407 0.01 0.02 0.01 0.489
H 6.5203 -4.3336 0.0123 0.00 0.01 -0.01 0.432
H -3.9410 -1.8675 2.0266 -0.02 0.02 -0.02 0.718
H 5.9368 -3.0013 2.0114 0.00 0.00 -0.01 0.434
H -7.5016 2.0125 4.6377 -0.02 -0.01 0.01 0.379
H 6.2110 3.4599 1.7883 0.00 -0.01 -0.01 0.426
H 1.5803 -2.6448 -0.2835 0.00 -0.01 -0.02 0.345
H -1.6236 -3.8487 -4.1275 -0.01 0.01 -0.02 0.450
H 5.7191 4.0793 -2.4212 -0.01 0.00 0.00 0.435
H 1.0068 -4.9348 0.5745 -0.03 -0.01 0.01 0.453
H 4.1903 2.1552 -2.5380 -0.02 -0.01 -0.01 0.318
H 4.4909 -1.0308 1.8017 0.00 0.02 -0.02 0.296
H 6.7313 4.7323 -0.2663 -0.01 -0.01 0.00 0.417
H -8.4162 -1.5396 2.7883 -0.01 0.01 0.02 0.378
H 0.3003 5.6730 -0.5169 -0.03 0.02 0.00 0.436
H 4.2325 -1.6905 -2.4484 -0.02 0.01 0.00 0.358
H -2.4717 0.2841 -5.0001 0.01 -0.01 0.00 0.474
H -2.5835 -2.1180 -5.6600 0.01 0.01 0.00 0.437
H 4.6772 1.5490 1.7010 -0.01 -0.02 -0.02 0.261
H -4.1618 2.3804 1.5920 -0.01 -0.03 0.02 0.477
H -5.2798 2.1043 3.5868 0.00 -0.02 -0.02 0.465
H -2.6701 -3.5730 1.8257 0.01 -0.03 -0.01 0.448
H -0.6039 -3.1136 -2.0054 0.01 0.00 0.00 0.435
H 5.6680 -3.6759 -2.2101 -0.01 0.01 0.00 0.437
H 1.3616 3.3877 -0.4743 0.00 0.01 -0.01 0.307
```
Positions in Å, forces in eV/Å.